1.
98
Properties=species:S:1:pos:R:3:forces:R:3 method="wB97M-V/def2-TZVPD" multiplicity=1 total_charge=+2 homo_energy_ev=-14.01 homo_lumo_gap_ev=7.15 e_above_lowest_kj_mol=181.0
H 4.09138 2.06706 -2.66438 -0.0007 0.0008 0.0029
H -4.14945 -0.30309 2.13163 0.0205 -0.0792 -0.0242
C -3.45476 2.57456 0.88441 0.1494 0.0463 0.0809
H -5.55087 3.14814 -1.70627 0.0005 0.0036 -0.0006
H -1.66149 -4.91578 -1.45969 -0.0225 -0.0065 -0.0660
H -3.15210 3.03849 -1.20364 -0.0121 0.0074 -0.0026
C -0.42819 6.06835 -0.38751 -0.0109 0.0036 -0.0079
O 0.06785 -1.31110 1.03553 0.3118 -0.0666 -0.1170
H -1.57001 -3.53801 3.21467 0.0633 0.0368 0.0206
C -5.22323 2.92658 -0.69984 -0.0210 -0.0078 0.0020
H -3.35439 -2.29745 -6.74279 0.0056 0.0056 -0.0133
H 2.03960 -3.20170 2.35068 0.0160 0.0582 -0.0210
H -3.77164 -2.54155 -4.32726 0.0122 0.0043 0.0240
H 4.83722 1.79608 0.99365 0.0066 -0.0052 -0.0114
H -1.02942 -2.00147 -7.57344 -0.0134 -0.0013 -0.0057
H 5.08704 -0.71387 1.61230 0.0140 -0.0149 -0.0085
S 0.91651 -1.55086 -3.23633 -0.0715 -0.0286 -0.2191
C 1.96719 2.59312 1.64374 0.0153 0.0469 -0.0102
H -6.46910 2.25003 2.37997 -0.0098 0.0077 -0.0020
Ta -0.00225 -0.55353 -0.81016 -0.6471 -0.1060 1.3282
S 0.01413 -2.05035 2.41310 -0.2895 -0.0669 -0.0736
H 4.94468 -2.45107 1.41728 -0.0150 -0.0097 -0.0062
H 5.40102 2.42715 -0.54908 0.0014 0.0031 0.0005
H 4.31236 -2.83728 -0.82586 -0.0066 -0.0053 -0.0001
C 3.60362 1.19629 -2.22366 -0.0250 -0.0128 -0.0117
O 2.14333 -1.60989 -3.93208 -0.0616 0.0509 -0.0320
H 0.25264 7.84427 0.60181 0.0023 0.0005 0.0014
H 3.39680 -1.65631 -1.75077 0.0290 0.0017 0.0049
C 0.06625 -5.62075 1.06413 -0.0366 0.0001 0.0433
C -0.18574 -1.95138 -5.60780 0.0882 0.0180 -0.0149
H -2.24932 -0.96257 3.56757 0.0092 -0.0246 0.0204
H 4.95242 -1.21774 -1.04139 -0.0090 -0.0071 -0.0037
H -3.91489 -1.71617 1.09786 0.0088 -0.0088 -0.0143
H 3.94441 0.88968 2.88030 -0.0126 0.0060 0.0238
H 0.82228 -1.77983 -5.95985 0.0059 0.0066 0.0207
H 1.43477 2.90125 0.74289 -0.0322 0.0115 0.0245
C -1.03087 4.24277 1.04846 -0.0137 -0.1505 -0.0007
C 3.36467 -1.38366 0.44042 -0.0515 0.0348 -0.0598
S -0.87306 1.47252 -0.45202 0.0905 0.6608 -0.1954
H 2.55423 -2.10100 0.59599 -0.0131 -0.0106 0.0335
C -6.15785 2.70655 0.30586 0.0219 -0.0162 0.0294
O -3.78372 -3.24876 -1.75127 -0.2506 0.1495 -0.0673
C -0.43410 -2.04459 -4.24695 0.2604 0.2485 -0.1148
H 1.81188 -4.50714 0.47328 -0.0203 -0.0185 -0.0109
C -0.25210 6.30397 2.00348 0.0029 0.0299 -0.0252
H 2.96595 2.35574 -0.58128 -0.0094 -0.0116 0.0097
C 1.01641 -3.54172 2.19472 -0.0444 0.1019 0.0831
C -2.70374 -1.69825 2.89971 -0.0384 -0.0560 0.0502
H 0.62434 -6.31237 1.69571 -0.0178 0.0026 0.0182
H -0.31707 6.48357 -1.37992 0.0027 -0.0006 0.0004
H 4.19776 0.32610 -2.49046 -0.0118 -0.0116 0.0001
H -4.05927 2.12405 2.89903 0.0022 0.0330 -0.0097
C 2.02473 1.07710 1.83039 0.1019 -0.0829 -0.0189
P -1.72155 2.61476 1.35526 -0.1448 -0.3308 0.0867
C -2.76761 -2.33949 -4.68259 -0.0227 -0.0925 0.0571
H -3.43740 -2.23631 3.50212 -0.0226 0.0174 -0.0204
H -1.85324 -3.17713 1.50004 -0.0161 -0.0095 0.0085
H -2.71002 -0.43046 1.12880 0.0012 0.0266 0.0068
As -2.26155 -2.81757 -2.00663 0.4890 -0.1657 0.0354
H 0.75374 -4.13121 3.07966 -0.0060 0.0166 -0.0039
C -3.87179 2.86617 -0.41388 0.0031 0.0181 -0.0417
C -5.74181 2.41975 1.59787 -0.0253 0.0098 -0.0199
O -1.14366 -4.13165 -1.69672 -0.1308 -0.0139 0.1247
H 5.51382 0.70583 -0.22219 -0.0022 0.0092 0.0029
C -0.71129 5.00699 2.16962 0.0504 -0.0310 0.0505
C 4.89071 1.58754 -0.07537 0.0137 -0.0081 0.0113
H 2.71756 -0.26394 3.41932 0.0021 0.0175 -0.0018
H 0.31847 -3.68395 0.14594 0.0109 -0.0470 0.0365
C -0.10824 6.83248 0.72854 -0.0102 -0.0174 0.0279
C 4.37352 -1.53549 1.58149 0.0268 0.0089 0.0132
H 1.00875 0.74314 2.04638 -0.0055 0.0140 -0.0406
H 2.96755 3.02771 1.61943 -0.0098 0.0038 -0.0312
H -1.13646 4.18769 -1.10876 0.0152 0.0061 -0.0049
C 3.50972 1.41772 -0.71335 -0.0773 0.0602 0.0500
H -0.91449 -5.46933 1.52012 0.0049 0.0008 -0.0194
H 1.44054 3.01832 2.49750 0.0143 0.0117 0.0076
C -0.89444 4.77465 -0.23264 -0.0097 0.0207 -0.0418
C -3.40588 -0.99951 1.74455 0.0126 -0.0414 0.0156
H 3.90824 -1.60942 2.56091 0.0332 -0.0091 -0.0281
C -2.52727 -2.22635 -6.05006 0.1488 0.0230 -0.0570
P 2.44264 0.22923 0.22417 0.1427 -0.3579 -0.4891
H 2.58724 1.42711 3.86006 -0.0150 -0.0061 -0.0009
C -1.23461 -2.06058 -6.51388 -0.1415 -0.0223 0.0693
C -1.65458 -2.73388 2.47887 0.0582 0.0316 -0.0997
O 0.50876 -0.14574 -2.75295 -0.3269 0.3958 0.1067
H 2.62153 1.10401 -2.68622 0.0367 0.0042 0.0028
O 0.86943 -2.21236 -1.89661 0.0544 -0.6735 0.2490
C -1.73168 -2.25252 -3.76354 -0.3811 -0.3147 -0.1001
C 4.03606 -1.78358 -0.88057 -0.0183 0.0252 -0.0076
H -0.08391 -6.10703 0.10178 0.0376 -0.0093 -0.0127
H -0.00690 6.89973 2.87202 -0.0007 0.0039 -0.0032
C -4.38927 2.35101 1.89325 0.0089 -0.0136 0.0174
C 2.87917 0.74917 3.05598 -0.0373 0.0282 0.0490
H -0.81713 4.58812 3.16233 -0.0030 0.0073 -0.0082
H -7.21397 2.76083 0.07884 -0.0037 -0.0044 0.0020
C 0.82117 -4.30904 0.88714 0.0248 0.0506 -0.0605
O -1.66942 -1.58355 -0.92532 0.9155 0.3725 -0.4841
S -1.23730 1.73396 2.99441 -0.1688 0.2133 -0.1083

2.
94
Properties=species:S:1:pos:R:3:forces:R:3 method="wB97M-V/def2-TZVPD" multiplicity=3 homo_energy_ev="-6.58 / -7.45" s_squared=2.03 homo_lumo_gap_ev="5.93 / 3.82" e_above_lowest_kj_mol=244.2
C 2.48169 0.13842 -2.11006 0.1551 0.6203 -0.0392
Cl -1.03828 -0.30741 0.16020 -0.5587 0.0506 -1.4351
H -0.56806 4.60143 1.31349 0.1446 0.1367 -0.0781
N -2.87244 1.75665 -2.48510 -0.3888 0.8798 1.1262
C 0.32643 1.18011 -2.32255 0.2916 0.1117 -0.2920
C 1.75337 -1.50696 0.90957 1.6188 -0.8959 -0.6817
C 2.56164 1.83389 4.30210 0.6830 0.1255 0.1780
H 1.14447 -1.94952 0.12961 -0.3804 0.2675 0.3974
H -1.74703 3.25911 -1.59050 -0.2018 -0.1850 -0.0779
O -0.33566 -1.00416 4.66053 -0.1882 -1.0732 1.6035
H -3.56541 -1.44815 -0.64790 0.4996 -0.3623 -0.6384
H 0.62570 -2.75703 -5.79300 -0.0018 -0.1371 -0.0177
C -2.53091 -0.46929 6.28417 -0.0034 0.3822 0.4955
H 0.60326 1.18755 3.57098 0.5240 0.2695 0.1746
H 1.67664 1.81557 0.59451 -0.4555 0.2080 0.2489
N 1.33490 3.76326 1.20728 0.2643 0.5458 0.0193
H 3.10356 -0.75242 -2.07063 -0.0025 0.0664 -0.0598
C -2.57434 2.22154 -3.83017 0.1878 -0.1008 0.4327
H 0.58317 -3.64038 -4.26869 -0.3516 0.2125 -0.3617
Au -0.69931 -0.62418 2.41709 -0.8857 -0.3771 1.0278
C 2.29879 2.54973 -2.21147 0.4124 0.2634 -0.5048
H -1.90803 0.31027 6.75923 -0.1644 -0.2253 -0.2119
C 0.65687 -1.35640 -2.80452 -2.2930 -0.1522 0.1658
H 2.17514 2.61940 4.94604 0.0398 -0.0547 -0.2033
H -3.94722 -3.03132 -1.30966 0.3545 0.3431 -0.2212
H 4.19542 1.49763 -1.98992 -0.9168 -0.0957 -0.0153
H -2.38187 1.34227 -4.45236 0.1311 0.1860 -0.0654
H -1.71778 -5.08827 -2.38711 0.5239 0.7882 -0.1638
N -1.81992 -1.74388 6.25047 0.6390 -0.1314 -0.2498
H -0.94850 -3.17929 -5.14086 0.6562 0.2485 0.1127
C 3.09157 1.40546 -2.07262 0.0393 -0.0477 0.1999
C -2.60312 2.57731 -1.39622 -0.5702 0.4873 0.2657
H 2.77486 3.53392 -2.31024 -0.1177 -0.4099 0.1871
H -1.68707 -4.40070 0.25736 0.3964 0.5729 -0.3337
H 0.76241 5.65494 1.92774 -0.1916 -0.2870 -0.2747
C -1.17343 -3.40645 0.20042 -0.0770 -0.2641 0.2398
O -0.32754 2.32468 0.56934 1.6659 0.8358 0.4869
H 0.61715 -0.92218 -6.90824 -0.1849 0.2093 0.2197
H -2.81303 -0.18982 5.24366 0.3008 -0.0310 1.3756
H -0.10022 -3.60947 0.40868 -0.5748 0.0973 -0.0759
C 3.95142 1.58655 4.26350 0.0064 -0.3541 -0.0516
H -0.74655 1.12647 -2.39443 -0.0338 -0.3446 -0.0956
H -3.10590 -2.62000 7.62100 0.1005 -0.3218 -0.1443
H -0.41193 0.53266 -6.73707 0.0892 -0.2748 -0.4762
C 0.85766 2.55991 0.78171 -1.0108 -0.1105 -0.4834
H 2.98541 4.95912 1.78716 -0.1383 -0.8392 -0.3591
H -3.65249 -1.67409 -2.44652 0.0743 -0.8210 0.7511
O -0.74140 -1.59438 -2.50880 -0.1927 0.4716 3.4444
C 2.16402 0.00845 2.76250 1.1578 -0.0241 -0.1580
H 1.38578 -2.15963 -2.55810 -0.5815 0.2632 0.3014
H 4.67443 2.19114 4.84889 -0.7136 -0.4705 -0.4165
C -3.86326 0.71068 -2.33122 0.1295 -0.0762 -0.3753
H -3.41643 -0.61962 6.91323 0.1193 0.1202 -0.2417
C 1.27376 -0.73592 1.95937 -1.2211 0.5569 -0.0037
C 1.69137 1.05383 3.55760 -0.3126 -0.2426 0.3237
H -1.67191 2.85366 -3.77888 -0.3531 -0.2103 -0.2402
Cl -2.93175 -0.42435 3.33560 -0.0822 -0.1162 -1.8824
H -4.81479 0.94327 -2.85125 0.2808 0.0741 0.3764
H 0.08736 0.56677 -4.53151 -0.2590 -0.5440 -0.2481
C -2.04492 -2.65795 7.36699 0.1359 0.0645 -0.1264
H 3.24443 3.14327 1.85518 -0.2440 0.8739 -0.5117
C 2.78198 3.98817 1.27672 0.2374 -0.4580 -0.3574
Si -1.52932 -2.68312 -1.56480 -0.6259 -1.3631 1.6098
H -1.42259 -3.83796 -3.67078 0.2465 -0.9078 1.1054
C -0.78787 -1.90619 5.40774 0.0654 0.8585 -0.3337
O -3.19581 2.62963 -0.32894 0.4526 -0.5444 -1.3125
H -3.40801 2.79591 -4.26929 0.2134 -0.1158 0.1447
H -0.02135 -4.45307 -2.59133 -1.5965 0.4684 -0.1395
H 0.53035 5.44172 0.16316 -0.0645 -0.2083 0.3288
C -3.32194 -2.12697 -1.49329 -0.6396 -0.8594 -0.0168
H 5.07594 -1.42235 1.66606 -0.0850 -0.1196 0.0466
C -0.28258 -0.50847 -6.41647 -0.8151 0.6334 -0.9427
C -0.14896 -0.42576 -4.93852 1.2197 -0.8048 0.5665
H -1.49998 -2.32078 8.25958 0.0118 -0.0962 -0.1649
H 0.32494 3.35221 -2.55545 0.0493 -0.2969 0.2837
C 4.42327 0.52548 3.48606 -0.1488 -0.4815 -0.4404
H -1.72905 -3.67886 7.11005 -0.1721 0.3259 0.0781
H 3.23134 4.00132 0.24071 -0.2623 0.1313 1.0167
C 0.45723 4.93874 1.14650 0.3040 -0.1728 0.1172
C -1.12993 -4.16481 -2.64973 -0.5609 -1.4005 0.1900
H -4.02413 0.52807 -1.25037 0.0392 0.1714 -0.8040
C 3.56122 -0.26713 2.67741 -0.3791 1.3040 0.8830
C 4.00934 -1.23480 1.74606 0.2600 0.3154 0.1519
C 1.10159 -0.00202 -2.28044 0.9265 0.5551 -1.0049
C 3.11854 -1.82243 0.86960 -0.4566 -0.3695 0.1644
H -3.43428 -0.18410 -2.81541 -0.3331 0.8656 0.2444
C 0.13567 -1.51755 -4.19278 2.2286 2.1658 -3.3560
H 5.46620 0.22831 3.46276 0.1220 0.3865 0.1532
C 0.91433 2.45527 -2.36311 0.4721 -1.1771 0.3055
H -0.32233 -2.90738 5.40306 -0.2097 0.1398 0.1516
C 0.07204 -2.86798 -4.85346 0.8664 0.2159 -0.5600
H -1.13402 -1.06918 -6.85045 0.2147 0.1371 0.4827
H 3.46526 -2.59597 0.19776 0.0784 0.1668 -0.2393
H -1.59923 -2.82362 1.04579 0.3713 -0.2178 -0.6908